# C28H50FO10P

A cluster of 4 separate species, C28H50FO10P in total at a distorted geometry (ωB97M-V/def2-TZVPD, the OMol25 dataset).

Output
- 2S+1: 1
- HOMO: -7.6184 eV
- Structure (SMILES): C=C[C@]1(CCOC(C)=O)C(=O)O[C@@H](C[C@H](C)F)[C@@H]1P(C)CC.CCOC(C)=O.CCOC(C)=O.CCOC(C)=O
- Orbital gap: 8.1 eV
- Net charge: 0

Last column: Mulliken charge in e.
Cartesian coordinates (Å):
C (-4.254, 2.531, -0.491)  -1.162
C (-4.500, 1.897, -1.668)  -0.704
C (-3.492, 1.148, -2.532)  1.886
C (-3.456, 1.814, -3.916)  -1.541
C (-3.673, 3.324, -3.947)  -1.014
O (-5.060, 3.642, -4.124)  -0.372
C (-5.501, 4.655, -3.335)  0.897
C (-6.801, 4.371, -2.631)  -1.046
O (-4.918, 5.704, -3.227)  -0.565
C (-4.137, -0.264, -2.701)  -0.102
O (-5.051, -0.575, -3.412)  -0.630
O (-3.499, -1.161, -1.904)  -0.412
C (-2.700, -0.391, -0.992)  -0.250
C (-1.770, -1.201, -0.123)  -0.567
C (-2.429, -2.389, 0.605)  0.709
C (-3.928, -2.326, 0.789)  -1.524
F (-1.864, -2.408, 1.910)  -0.404
C (-2.163, 0.703, -1.896)  0.094
P (-1.083, 2.058, -1.216)  -0.115
C (-0.371, 2.788, -2.748)  -1.280
C (0.410, 1.313, -0.415)  0.795
C (0.529, 1.867, 1.008)  -1.312
H (-3.818, 2.016, 0.358)  0.245
H (-4.499, 3.579, -0.327)  0.231
H (-5.509, 1.901, -2.076)  0.791
H (-2.492, 1.610, -4.384)  0.454
H (-4.209, 1.365, -4.563)  0.512
H (-3.243, 3.797, -3.065)  0.573
H (-3.119, 3.730, -4.796)  0.489
H (-7.395, 5.280, -2.654)  0.355
H (-7.308, 3.549, -3.130)  0.369
H (-6.611, 4.113, -1.591)  0.185
H (-3.377, 0.107, -0.291)  -0.012
H (-0.950, -1.589, -0.733)  0.266
H (-1.323, -0.548, 0.624)  0.047
H (-2.104, -3.320, 0.145)  0.202
H (-4.237, -2.968, 1.610)  0.471
H (-4.315, -1.318, 0.898)  0.226
H (-4.400, -2.738, -0.104)  0.373
H (-1.608, 0.243, -2.724)  0.834
H (-0.056, 2.008, -3.449)  0.358
H (0.509, 3.377, -2.502)  0.449
H (-1.090, 3.416, -3.267)  0.287
H (1.288, 1.666, -0.959)  0.660
H (0.454, 0.228, -0.455)  -0.720
H (0.567, 2.956, 0.938)  0.477
H (1.466, 1.559, 1.470)  0.223
H (-0.336, 1.636, 1.629)  0.278
C (4.519, -1.053, 1.879)  -0.923
C (3.020, -1.198, 2.005)  -0.397
O (2.379, -1.141, 0.727)  -0.208
C (2.227, -2.209, -0.076)  0.962
C (2.981, -3.479, 0.229)  -1.370
O (1.536, -2.093, -1.054)  -0.594
H (4.958, -1.874, 1.309)  0.317
H (4.989, -1.031, 2.864)  0.446
H (4.746, -0.126, 1.357)  0.064
H (2.726, -2.100, 2.545)  0.246
H (2.619, -0.353, 2.562)  0.447
H (3.912, -3.484, -0.338)  0.290
H (2.370, -4.322, -0.081)  0.337
H (3.202, -3.617, 1.284)  0.389
C (-0.116, -6.716, 5.854)  -0.943
C (1.056, -5.877, 5.392)  -0.379
O (1.475, -6.224, 4.070)  -0.382
C (0.905, -5.708, 2.963)  0.696
C (-0.384, -4.930, 3.071)  -0.518
O (1.407, -5.932, 1.896)  -0.566
H (-0.996, -6.552, 5.232)  0.268
H (-0.375, -6.474, 6.885)  0.353
H (0.133, -7.775, 5.793)  0.296
H (0.853, -4.808, 5.464)  0.330
H (1.922, -6.074, 6.022)  0.337
H (-1.218, -5.606, 2.886)  0.306
H (-0.379, -4.158, 2.308)  -0.128
H (-0.531, -4.433, 4.026)  0.328
C (6.458, 3.985, -2.080)  -0.990
C (6.008, 4.530, -0.741)  -0.426
O (5.030, 3.689, -0.122)  -0.373
C (5.348, 2.621, 0.630)  0.774
C (6.769, 2.106, 0.635)  -1.102
O (4.472, 2.059, 1.230)  -0.520
H (6.951, 3.018, -1.975)  0.272
H (7.154, 4.675, -2.557)  0.372
H (5.599, 3.843, -2.735)  0.297
H (6.845, 4.712, -0.065)  0.382
H (5.507, 5.487, -0.881)  0.316
H (6.854, 1.312, -0.106)  0.272
H (6.974, 1.693, 1.619)  0.339
H (7.521, 2.865, 0.435)  0.385

=====

# C28H50GaP2Si

A structure of composition C28H50GaP2Si at a distorted geometry (ωB97M-V/def2-TZVPD, the OMol25 dataset).

Output
- 2S+1: 1
- HOMO (spin up / spin down): -8.8511 / -8.7573 eV
- Orbital gap (spin up / spin down): 4.1 / 4.2 eV
- Net charge: +1

Last column: Mulliken charge in e.
Cartesian coordinates (Å):
Ga (-0.304, 0.575, -1.952)  0.934
C (-0.599, -3.152, 2.663)  0.350
C (0.722, -3.608, 2.403)  0.739
C (0.882, -1.567, 3.434)  0.714
C (-0.503, -1.891, 3.307)  0.501
C (1.633, -2.638, 2.891)  0.004
C (-1.845, -3.871, 2.327)  -1.718
H (-1.857, -4.172, 1.269)  0.315
H (-2.725, -3.244, 2.516)  0.344
H (-1.946, -4.784, 2.934)  0.330
C (-1.621, -1.018, 3.707)  -0.808
H (-2.569, -1.573, 3.722)  0.430
H (-1.728, -0.176, 2.992)  -0.225
H (-1.466, -0.586, 4.713)  0.246
C (1.440, -0.314, 3.955)  -0.553
H (1.002, -0.063, 4.927)  0.355
H (1.220, 0.502, 3.248)  -0.253
H (2.529, -0.368, 4.075)  0.288
C (3.106, -2.738, 2.839)  -1.664
H (3.481, -3.503, 3.540)  0.272
H (3.566, -1.782, 3.118)  0.371
H (3.458, -3.009, 1.830)  0.344
C (1.086, -4.894, 1.785)  -1.474
H (1.236, -5.683, 2.541)  0.289
H (2.021, -4.799, 1.219)  0.370
H (0.304, -5.239, 1.095)  0.363
C (-1.022, 1.157, -3.727)  -0.685
C (-1.990, -0.062, -3.801)  -0.442
C (-1.312, -1.281, -4.471)  -1.034
C (0.249, -1.307, -4.310)  -1.155
C (0.891, -0.474, -3.193)  -0.378
C (1.843, 0.577, -3.728)  -0.291
C (1.324, 1.614, -4.726)  -1.173
C (-0.164, 1.462, -5.015)  -0.918
H (-1.571, -1.297, -5.540)  0.391
H (0.714, -0.990, -5.264)  0.372
H (-1.711, -2.213, -4.042)  0.358
H (-0.285, 0.679, -5.784)  0.310
H (-1.527, 2.095, -3.434)  1.050
H (-2.976, 0.170, -4.259)  0.668
H (-0.545, 2.397, -5.468)  0.445
H (1.558, 2.644, -4.425)  0.367
H (2.684, 0.001, -4.186)  0.793
H (1.904, 1.541, -5.659)  0.430
H (0.577, -2.352, -4.144)  0.454
H (1.390, -1.171, -2.495)  0.754
P (-2.432, -0.557, -2.052)  0.436
C (-3.538, 0.666, -1.380)  -0.965
C (-2.510, -2.265, -1.558)  -1.154
P (2.647, 1.817, -2.287)  0.535
C (0.907, 2.173, -1.858)  -1.453
C (3.228, 0.449, -1.221)  -1.153
C (3.114, 3.293, -1.286)  -1.192
H (-2.996, 1.053, -0.514)  0.127
H (-4.483, 0.195, -1.098)  0.434
H (-3.718, 1.491, -2.067)  0.381
H (-1.560, -2.800, -1.735)  0.426
H (-3.317, -2.829, -2.061)  0.488
H (-2.673, -2.310, -0.465)  0.233
H (2.771, 4.184, -1.807)  0.429
H (4.187, 3.313, -1.138)  0.429
H (2.591, 3.248, -0.324)  0.359
H (0.717, 2.496, -0.811)  0.688
H (0.605, 2.979, -2.566)  0.526
H (3.401, 0.824, -0.208)  0.416
H (4.184, 0.176, -1.686)  0.463
H (2.587, -0.432, -1.206)  0.241
C (-0.242, 2.170, 4.512)  -1.200
Si (-0.841, 2.563, 2.738)  0.466
C (-2.659, 2.848, 3.081)  -1.155
C (-0.084, 4.278, 2.531)  -1.178
C (-0.598, 1.445, 1.226)  0.414
C (-0.538, 0.869, 0.102)  -1.402
H (-0.532, 2.999, 5.189)  0.485
H (0.851, 2.084, 4.614)  0.413
H (-0.683, 1.268, 4.962)  0.270
H (-2.806, 3.561, 3.904)  0.353
H (-3.152, 3.264, 2.200)  0.342
H (-3.182, 1.930, 3.358)  0.344
H (1.000, 4.294, 2.702)  0.342
H (-0.274, 4.679, 1.530)  0.326
H (-0.524, 4.988, 3.250)  0.308